1.
Entry from the OMol25 dataset: a 7-piece molecular cluster, C18H48N7O9 overall (ωB97M-V/def2-TZVPD).

ΔE to the lowest compared entry with this formula, charge and spin in eV: 5.7429
Gap between HOMO and LUMO in eV: 9.35

```
! wB97M-V def2-TZVPD RIJCOSX def2/J DEFGRID3
* xyz 5 1
C 2.933 -1.666 -2.384
C 3.681 -0.603 -3.130
O 3.177 0.282 -3.787
N 5.213 -0.949 -3.185
H 5.695 -0.213 -2.689
H 5.476 -1.767 -2.654
C 5.771 -1.033 -4.569
H 3.540 -2.540 -2.151
H 1.992 -1.850 -2.903
H 2.743 -1.182 -1.426
H 5.154 -1.529 -5.319
H 6.769 -1.463 -4.483
H 5.793 0.002 -4.911
C 3.336 1.925 -0.248
C 4.392 1.021 0.350
O 5.136 0.326 -0.301
N 4.438 0.916 1.886
H 5.429 0.793 2.037
H 4.322 1.830 2.301
C 3.539 -0.229 2.486
H 2.590 1.851 0.543
H 2.861 1.529 -1.145
H 3.739 2.922 -0.425
H 3.729 -0.286 3.557
H 3.777 -1.222 2.105
H 2.490 0.058 2.405
C -4.301 -0.341 1.042
C -5.494 -0.833 1.793
O -5.544 -1.812 2.532
N -6.831 -0.221 1.446
H -7.489 -0.504 2.157
H -6.989 0.768 1.583
C -7.276 -0.727 0.017
H -4.226 0.746 1.081
H -4.427 -0.728 0.031
H -3.429 -0.790 1.516
H -8.366 -0.745 -0.008
H -6.915 -1.740 -0.157
H -6.888 -0.015 -0.712
C -0.281 1.077 -3.809
C -0.488 0.585 -5.253
O 0.417 0.338 -5.988
N -1.888 0.492 -5.875
H -2.547 0.600 -5.117
H -2.026 1.323 -6.431
C -2.150 -0.659 -6.872
H -0.336 0.342 -3.006
H -1.016 1.843 -3.565
H 0.611 1.681 -3.639
H -1.630 -1.534 -6.480
H -1.481 -0.302 -7.655
H -3.216 -0.624 -7.098
C 2.214 -3.081 6.065
C 1.382 -2.267 5.084
O 1.880 -1.273 4.651
N -0.126 -2.653 4.751
H -0.348 -3.626 4.904
H -0.741 -2.210 5.418
C -0.437 -2.245 3.300
H 1.911 -2.661 7.024
H 3.267 -2.807 5.989
H 2.038 -4.157 6.097
H -0.230 -1.179 3.211
H -1.478 -2.522 3.130
H 0.263 -2.832 2.706
C -2.114 3.434 -0.024
C -1.964 3.766 1.518
O -2.551 4.796 1.929
N -1.050 2.915 2.379
H -0.414 2.376 1.809
H -0.427 3.428 2.986
C -1.769 1.905 3.246
H -2.424 4.366 -0.496
H -2.838 2.666 -0.297
H -1.176 3.111 -0.477
H -2.476 2.364 3.937
H -1.012 1.333 3.784
H -2.238 1.183 2.579
N -0.172 0.176 0.328
O 0.460 0.641 1.297
O 0.480 -0.365 -0.553
O -1.416 0.274 0.230
*
```

2.
Entry from the OMol25 dataset: C18H48O22PS6Zr as an isolated structure (ωB97M-V/def2-TZVPD).

Gap between HOMO and LUMO in eV: 8.69

```
! wB97M-V def2-TZVPD RIJCOSX def2/J DEFGRID3
* xyz 1 1
Zr 0.052 0.935 -0.043
P 1.228 3.143 -0.461
O 0.429 2.336 -1.596
O 1.920 4.402 -0.705
O 2.011 1.787 -0.123
O 0.171 2.863 0.711
O 1.175 0.288 1.848
S 1.984 0.301 3.042
O 1.625 -0.576 4.094
O 3.441 -0.038 2.611
C 4.261 0.975 1.947
C 5.618 0.307 1.751
C 2.022 1.956 3.588
H 4.357 1.836 2.600
H 3.800 1.263 1.005
H 6.088 0.673 0.839
H 5.483 -0.771 1.677
H 6.270 0.553 2.586
H 2.085 2.605 2.714
H 2.853 2.129 4.268
H 1.083 2.183 4.089
O -3.212 3.813 -0.105
S -2.840 2.854 -1.077
O -1.988 1.776 -0.683
O -4.142 2.173 -1.646
C -5.391 2.900 -1.552
C -6.198 2.504 -0.322
C -2.175 3.627 -2.520
H -5.923 2.696 -2.479
H -5.225 3.976 -1.527
H -6.906 3.300 -0.090
H -5.519 2.330 0.506
H -6.811 1.627 -0.527
H -1.142 3.857 -2.263
H -2.813 4.488 -2.695
H -2.192 2.852 -3.282
O -0.410 -1.280 0.408
S -0.113 -2.667 0.514
O 0.377 -3.375 -0.618
O 0.885 -2.725 1.707
C 1.646 -3.939 1.910
C 2.361 -3.817 3.246
C -1.561 -3.418 1.198
H 2.358 -4.093 1.105
H 0.968 -4.794 1.985
H 1.647 -3.595 4.034
H 3.046 -2.965 3.209
H 3.008 -4.679 3.389
H -1.831 -2.811 2.056
H -1.258 -4.425 1.485
H -2.291 -3.475 0.395
O -0.727 -0.048 -1.977
S -1.137 -0.176 -3.342
O -2.445 0.243 -3.698
O -0.076 0.625 -4.125
C -0.255 0.765 -5.570
C -0.671 2.184 -5.871
C -0.819 -1.843 -3.840
H -0.966 0.017 -5.919
H 0.723 0.548 -5.997
H -0.570 2.411 -6.932
H -0.109 2.885 -5.257
H -1.731 2.310 -5.634
H 0.203 -1.879 -4.202
H -1.540 -2.080 -4.621
H -0.967 -2.499 -2.987
O -1.095 1.435 4.057
S -1.904 1.152 2.924
O -1.306 0.853 1.663
O -2.752 -0.114 3.192
C -3.618 -0.151 4.372
C -3.734 -1.611 4.726
C -3.083 2.409 2.744
H -4.579 0.320 4.176
H -3.064 0.394 5.138
H -4.487 -1.766 5.499
H -2.786 -1.979 5.109
H -4.100 -2.157 3.856
H -2.578 3.361 2.596
H -3.730 2.428 3.616
H -3.659 2.177 1.851
O 2.259 -1.084 -3.225
S 2.643 -0.921 -1.866
O 1.630 -0.538 -0.934
O 3.259 -2.249 -1.305
C 3.696 -3.263 -2.248
C 3.785 -4.582 -1.507
C 3.991 0.188 -1.745
H 4.688 -2.947 -2.580
H 3.087 -3.312 -3.147
H 2.969 -4.654 -0.793
H 4.731 -4.575 -0.964
H 3.785 -5.440 -2.172
H 4.389 0.325 -2.751
H 4.767 -0.176 -1.082
H 3.573 1.149 -1.437
*
```

3.
Entry from the OMol25 dataset: C18H48O6 as an isolated structure (ωB97M-V/def2-TZVPD).

ΔE to the lowest compared entry with this formula, charge and spin in eV: 10.8477
Gap between HOMO and LUMO in eV: 8.76

```
! wB97M-V def2-TZVPD RIJCOSX def2/J DEFGRID3
* xyz 0 1
C -11.988 25.903 -10.646
C -10.820 25.628 -9.680
C -10.353 26.905 -8.903
O -11.292 24.721 -8.733
H -11.735 26.532 -11.500
H -12.890 26.331 -10.210
H -12.328 24.976 -11.107
H -10.029 25.120 -10.231
H -10.992 27.261 -8.094
H -10.274 27.763 -9.570
H -9.349 26.838 -8.485
H -11.788 24.014 -9.154
C -8.701 24.389 -15.537
C -8.860 25.285 -14.364
C -7.517 25.546 -13.754
O -9.373 26.582 -14.722
H -8.050 24.794 -16.312
H -9.630 24.185 -16.069
H -8.342 23.418 -15.197
H -9.558 24.870 -13.637
H -6.823 26.104 -14.384
H -7.058 24.566 -13.625
H -7.565 26.041 -12.784
H -9.486 27.132 -13.943
C -13.184 25.326 -16.924
C -14.164 24.531 -16.065
C -13.796 23.066 -16.097
O -13.961 25.017 -14.744
H -13.153 24.916 -17.933
H -12.184 25.342 -16.491
H -13.519 26.360 -16.997
H -15.183 24.737 -16.393
H -13.904 22.608 -17.079
H -14.490 22.560 -15.426
H -12.741 22.983 -15.833
H -14.146 25.958 -14.780
C -11.071 22.824 -14.073
C -12.011 23.650 -13.191
C -11.849 25.172 -13.321
O -13.335 23.268 -13.502
H -10.040 23.152 -13.942
H -11.375 23.024 -15.100
H -11.163 21.751 -13.900
H -11.904 23.327 -12.155
H -10.836 25.526 -13.135
H -12.580 25.638 -12.661
H -12.115 25.516 -14.321
H -13.637 23.777 -14.258
C -15.257 24.765 -12.832
C -14.400 24.633 -11.581
C -15.108 24.959 -10.235
O -13.811 23.324 -11.546
H -15.769 25.726 -12.803
H -16.086 24.057 -12.799
H -14.666 24.591 -13.731
H -13.652 25.424 -11.632
H -14.492 24.722 -9.368
H -16.010 24.385 -10.024
H -15.383 26.006 -10.109
H -13.350 23.195 -12.379
C -9.786 22.554 -10.153
C -9.549 22.805 -11.604
C -8.199 23.527 -11.805
O -9.592 21.681 -12.420
H -9.685 23.503 -9.626
H -9.011 21.889 -9.771
H -10.770 22.122 -9.975
H -10.367 23.429 -11.963
H -8.045 24.347 -11.104
H -8.113 24.006 -12.780
H -7.366 22.875 -11.542
H -10.184 21.077 -11.967
*
```

4.
Entry from the OMol25 dataset: a 3-piece molecular cluster, C18H49ClN8O2P3 overall (ωB97M-V/def2-TZVPD).

Gap between HOMO and LUMO in eV: 6.45

```
! wB97M-V def2-TZVPD RIJCOSX def2/J DEFGRID3
* xyz 1 1
C -2.446 -0.794 -1.276
C -2.312 -1.410 0.120
C -3.028 -2.663 0.396
N -3.666 -2.647 1.503
C -4.461 -3.757 2.031
C -3.602 -1.337 2.227
Cl -5.260 -0.741 2.203
C -2.524 -0.579 1.428
P -2.615 1.276 1.343
N -3.871 1.943 1.975
H -3.452 -0.421 -1.478
H -1.758 0.046 -1.367
H -2.158 -1.521 -2.035
H -1.254 -1.721 0.147
H -3.029 -3.549 -0.230
H -4.244 -4.660 1.467
H -4.196 -3.915 3.076
H -5.518 -3.510 1.965
H -3.267 -1.567 3.236
H -1.572 -0.729 1.944
H -2.493 1.559 -0.027
H -1.434 1.704 1.972
H -3.651 2.574 2.735
O 1.612 2.045 -3.421
P 0.550 2.474 -4.348
N -0.662 3.157 -3.376
C -2.044 3.379 -3.761
C -0.200 4.128 -2.392
N -0.005 1.024 -5.109
C -1.338 0.490 -4.906
C 0.976 -0.056 -5.001
N 0.602 3.417 -5.698
C 1.122 4.774 -5.532
C -0.003 3.136 -6.993
H -2.184 4.235 -4.436
H -2.625 3.585 -2.859
H -2.493 2.510 -4.216
H 0.025 5.112 -2.823
H 0.699 3.768 -1.894
H -0.963 4.270 -1.624
H -1.586 0.328 -3.846
H -1.414 -0.470 -5.420
H -2.100 1.120 -5.357
H 0.940 -0.562 -4.027
H 1.988 0.315 -5.140
H 0.772 -0.793 -5.781
H 0.320 5.508 -5.396
H 1.712 5.064 -6.401
H 1.783 4.826 -4.665
H -1.085 3.300 -6.982
H 0.201 2.122 -7.320
H 0.429 3.812 -7.732
O 0.811 -1.492 2.591
P 2.066 -1.722 3.342
N 1.603 -2.046 4.936
C 2.473 -1.975 6.098
C 0.542 -3.030 5.100
N 2.928 -0.237 3.235
C 3.194 0.607 4.393
C 2.460 0.597 2.126
N 3.327 -2.734 3.035
C 3.025 -4.162 2.947
C 4.747 -2.399 3.049
H 3.169 -2.822 6.178
H 1.850 -1.981 6.994
H 3.040 -1.059 6.134
H 0.887 -4.063 4.967
H -0.255 -2.843 4.380
H 0.114 -2.948 6.101
H 2.287 0.886 4.945
H 3.677 1.523 4.051
H 3.903 0.145 5.074
H 1.552 1.160 2.379
H 2.248 0.000 1.243
H 3.244 1.312 1.870
H 3.212 -4.680 3.893
H 3.630 -4.632 2.171
H 1.979 -4.317 2.674
H 5.130 -2.307 4.069
H 4.948 -1.481 2.507
H 5.297 -3.200 2.555
*
```

5.
Entry from the OMol25 dataset: C18H50LiO12 as an isolated structure (ωB97M-V/def2-TZVPD).

Gap between HOMO and LUMO (spin up / spin down) in eV: 7.94 / 4.87
⟨S²⟩: 0.754

```
! wB97M-V def2-TZVPD RIJCOSX def2/J DEFGRID3
* xyz 0 2
Li 4.743 -24.874 20.345
C 1.641 -26.756 21.611
C 3.159 -26.800 21.871
O 3.851 -26.645 20.695
H 1.135 -26.654 22.571
H 1.289 -27.638 21.076
H 1.367 -25.932 20.953
H 3.398 -27.761 22.328
H 3.417 -26.013 22.579
C 2.102 -23.208 20.302
C 3.419 -22.582 19.831
O 4.179 -23.413 18.990
H 2.166 -23.484 21.355
H 1.698 -24.039 19.724
H 1.339 -22.430 20.300
H 3.828 -21.975 20.639
H 3.183 -21.726 19.199
C 0.166 -19.674 19.369
C -0.392 -19.288 18.014
C -1.978 -19.139 18.206
O -0.002 -17.968 17.612
H 1.251 -19.688 19.470
H -0.175 -20.696 19.538
H -0.196 -18.996 20.142
H -0.158 -19.904 17.146
H -2.352 -18.480 18.990
H -2.458 -20.059 18.539
H -2.434 -18.879 17.250
H 0.933 -17.871 17.806
C 2.089 -19.590 23.918
C 1.852 -19.060 22.580
C 1.441 -17.579 22.436
O 3.064 -19.234 21.803
H 1.216 -20.064 24.367
H 2.223 -18.686 24.511
H 2.780 -20.427 24.012
H 1.056 -19.659 22.137
H 2.193 -16.960 22.925
H 0.554 -17.362 23.031
H 1.399 -17.393 21.362
H 3.002 -20.107 21.408
C -0.988 -23.289 23.214
C -0.167 -22.087 23.458
O -1.016 -20.977 23.170
O -1.958 -23.462 24.106
H -0.359 -24.174 23.318
H -1.409 -23.308 22.209
H 0.723 -22.036 22.831
H 0.200 -22.018 24.482
H -1.928 -21.251 23.048
H -1.655 -23.442 25.017
C -1.326 -25.006 18.091
C -1.610 -23.562 17.613
O -1.606 -23.485 16.255
O -2.374 -25.931 17.776
H -1.357 -24.831 19.166
H -0.296 -25.300 17.890
H -0.700 -23.047 17.921
H -2.411 -23.077 18.170
H -1.567 -24.328 15.797
H -2.074 -26.831 17.629
C 2.726 -21.762 15.856
C 1.886 -22.877 16.492
O 2.619 -24.076 16.692
O 3.811 -21.403 16.571
H 2.005 -20.968 15.665
H 2.990 -21.969 14.819
H 1.086 -23.075 15.779
H 1.354 -22.684 17.424
H 3.224 -23.902 17.416
H 3.643 -21.602 17.495
C 7.107 -23.095 23.599
C 6.527 -24.380 22.972
O 5.771 -24.034 21.861
O 5.990 -22.145 23.731
H 7.864 -22.694 22.924
H 7.636 -23.302 24.529
H 5.948 -24.867 23.756
H 7.326 -25.085 22.744
H 5.251 -23.281 22.151
H 5.907 -21.675 24.564
*
```

6.
Entry from the OMol25 dataset: C18H51AlClNO11P3Si as an isolated structure (ωB97M-V/def2-TZVPD).

ΔE to the lowest compared entry with this formula, charge and spin in eV: 0.0000
Gap between HOMO and LUMO in eV: 7.14

```
! wB97M-V def2-TZVPD RIJCOSX def2/J DEFGRID3
* xyz -1 1
C 2.946 -1.960 6.497
Si 2.143 -2.819 5.001
C 3.551 -3.540 3.943
C 1.215 -4.309 5.724
Al 0.701 -1.283 3.770
C 1.440 0.617 3.910
C 2.163 1.194 2.676
C 3.679 1.307 2.769
Cl 4.458 -0.061 3.616
P -1.551 -1.424 4.535
P -1.512 -0.512 6.474
O -2.825 -0.211 7.045
O -0.689 -1.564 7.364
O -0.549 0.787 6.473
P 0.467 -1.851 1.459
N -0.535 -3.051 1.308
O -0.161 -0.556 0.630
O 1.889 -2.148 0.738
H 3.482 -2.692 7.106
H 2.200 -1.467 7.124
H 3.658 -1.195 6.186
H 4.511 -3.435 4.457
H 3.387 -4.604 3.768
H 3.645 -3.030 2.986
H 0.357 -3.967 6.304
H 1.881 -4.881 6.376
H 0.864 -4.953 4.919
H 2.095 0.690 4.784
H 0.598 1.290 4.120
H 1.812 2.217 2.503
H 1.941 0.641 1.761
H 3.998 2.216 3.271
H 4.116 1.305 1.773
H -2.225 -0.430 3.797
H 0.229 -1.292 7.449
H 0.021 0.752 5.694
H -1.354 -2.781 0.774
H -0.201 0.195 1.226
H 1.810 -2.105 -0.225
C -1.416 -3.035 -5.332
O -1.982 -2.101 -4.435
C -1.800 -2.448 -3.067
C -0.666 -1.685 -2.429
O 0.593 -2.022 -3.002
C 1.047 -1.058 -3.932
H -1.414 -2.578 -6.321
H -0.390 -3.288 -5.055
H -2.013 -3.953 -5.369
H -1.626 -3.523 -2.965
H -2.728 -2.204 -2.542
H -0.619 -1.940 -1.370
H -0.839 -0.606 -2.508
H 1.385 -0.152 -3.418
H 0.266 -0.791 -4.650
H 1.890 -1.486 -4.473
C -4.152 0.496 1.138
O -3.046 1.346 0.896
C -2.526 1.259 -0.419
C -2.960 2.423 -1.279
O -4.359 2.428 -1.520
C -5.071 3.322 -0.689
H -4.593 0.799 2.085
H -4.904 0.580 0.348
H -3.828 -0.547 1.220
H -2.812 0.312 -0.887
H -1.439 1.272 -0.334
H -2.463 2.347 -2.252
H -2.651 3.364 -0.812
H -4.898 4.361 -0.993
H -4.791 3.206 0.361
H -6.130 3.097 -0.800
C 2.880 3.324 -5.137
O 1.837 2.373 -5.036
C 0.590 2.928 -4.653
C -0.338 3.103 -5.833
O 0.152 4.059 -6.759
C 0.776 3.483 -7.890
H 3.714 2.838 -5.641
H 2.573 4.198 -5.717
H 3.209 3.648 -4.144
H 0.736 3.886 -4.144
H 0.126 2.235 -3.944
H -1.306 3.461 -5.470
H -0.497 2.139 -6.326
H 0.033 3.041 -8.563
H 1.500 2.716 -7.604
H 1.295 4.282 -8.418
*
```

The max |F| results, record by record, are as follows: 0.117, 0.055, 0.162, 0.071, 0.086, 0.025 Eh/bohr.